Density functional theory data (ωB97M-V/def2-TZVPD) for a cluster of 8 separate species, C25H50Br14NO in total.

* highest occupied orbital energy: -11.054 eV
* multiplicity: 1
* total energy: -1010856.76808 eV
* maximum force: 0.082 hartree/bohr
* HOMO-LUMO gap: 8.56 eV
* net charge: +1

The geometry in XYZ format:
```
91
Properties=species:S:1:pos:R:3:forces:R:3:mulliken_charge:R:1
C -1.0026 -3.9431 -4.1060 -1.4778 3.6689 -1.4185 -0.833
C -1.4463 -2.5844 -4.6049 0.8177 -3.0956 0.7410 0.278
C -0.9911 -1.9664 -6.0767 1.1197 -3.0065 0.2462 0.428
C 0.5731 -1.4965 -5.9193 1.1288 0.1209 0.2433 0.276
C 0.7731 -0.2238 -4.8617 0.2926 0.2084 -0.8627 -0.521
C 1.2948 -1.1700 -7.3688 -0.3258 0.3146 0.3410 -0.577
C 2.8394 -0.6161 -7.2376 0.3481 -0.5331 -0.5708 -0.424
C 3.8890 -1.6443 -8.0364 0.3492 0.6521 1.0400 -1.026
C -1.1308 -3.1596 -7.2363 0.9094 0.0608 1.2985 -0.792
O -2.4608 -3.7767 -7.1163 0.3813 2.2415 -0.7511 -0.322
C -3.5494 -2.8071 -7.3138 -0.9944 -0.0001 0.2388 -0.479
C -3.3439 -1.3654 -6.5610 -2.8490 -0.1530 -1.1215 -0.316
N -1.9224 -0.8437 -6.5515 0.1930 -0.0607 1.5356 -0.039
H -0.9620 -4.9016 -4.8096 0.6942 2.5241 1.4593 0.217
H -0.7428 -4.0321 -2.9636 -1.3441 -0.0155 -2.3411 0.226
H -2.1439 -1.9115 -3.9382 2.3419 -1.0939 -0.9128 -0.209
H 1.1843 -2.3917 -5.4343 -1.7196 1.6303 -1.0819 0.296
H 1.7059 -0.4358 -4.1476 -2.4312 0.5092 -1.5749 0.164
H -0.2099 0.0030 -4.2545 2.0947 -0.5437 -0.9388 -0.153
H 1.0425 0.7271 -5.5090 -0.6416 -1.7547 1.3597 0.232
H 1.3263 -2.1205 -8.0513 -0.2187 1.7664 1.3147 0.273
H 0.6332 -0.3445 -7.8981 1.3323 -1.5470 0.8001 0.133
H 3.2381 -0.5430 -6.1383 -1.0918 -0.1700 -2.0094 0.278
H 2.8785 0.4586 -7.7028 0.1120 -2.1065 0.8810 0.270
H 3.7895 -2.7501 -7.6071 0.0411 2.3906 -1.0897 0.268
H 3.7654 -1.6023 -9.2018 0.1668 -0.1892 2.3606 0.279
H 4.9743 -1.2742 -7.7346 -2.1947 -0.8479 -0.8946 0.345
H -0.3070 -3.9710 -6.9426 -2.0660 1.6619 -0.7272 0.369
H -0.8591 -2.7654 -8.3043 -0.8220 -0.6080 1.8337 0.397
H -4.5209 -3.3002 -6.8253 2.2674 1.0933 -1.0542 0.293
H -3.8324 -2.6053 -8.4380 1.0209 -0.5384 1.9614 0.291
H -3.9804 -0.5708 -7.1831 1.2957 -1.7152 1.5083 0.382
H -3.8362 -1.4516 -5.4927 1.6671 0.4093 -2.0680 0.217
H -1.5965 -0.4562 -7.4750 -0.4755 -0.5865 1.0679 0.508
H -1.8970 -0.0691 -5.8225 0.1821 -0.7006 -1.0630 0.091
Br 1.7493 -1.9085 -1.9028 0.0128 -0.1054 0.1174 -0.184
C 0.9628 -0.5164 -0.7851 0.2375 0.0311 0.0996 0.453
C -0.1093 -1.0806 0.1180 0.0269 0.2553 0.0417 -0.214
Br -1.7590 -1.4135 -0.8676 -0.0396 -0.0777 -0.0541 -0.172
H 0.5988 0.2650 -1.4569 -0.0049 -0.3798 0.1836 -0.530
H 1.7961 -0.1226 -0.1944 -0.2441 -0.1484 -0.0391 0.173
H -0.3812 -0.3562 0.8915 0.1636 -0.1897 -0.2833 -0.112
H 0.1750 -2.0236 0.5930 -0.0214 0.2628 -0.1498 0.507
Br 2.9493 -0.3526 2.4018 -0.0525 0.0626 -0.0049 -0.160
C 2.1628 1.0394 3.5196 0.2049 0.0413 0.0900 -0.609
C 1.0907 0.4752 4.4227 -0.0457 0.1801 0.0691 -0.173
Br -0.5590 0.1423 3.4370 0.0153 -0.0264 0.2680 -0.110
H 1.7988 1.8208 2.8478 0.0028 -0.1984 0.1960 0.410
H 2.9961 1.4332 4.1102 -0.1792 -0.1172 -0.0769 0.388
H 0.8188 1.1996 5.1961 0.0732 -0.1316 -0.1635 0.132
H 1.3750 -0.4678 4.8976 -0.0427 0.2290 -0.1468 0.160
Br -0.4628 2.5023 -2.1742 -0.1594 0.1839 -0.2023 -0.075
C -2.1683 3.1766 -2.8391 0.1627 0.1244 0.1965 -0.665
C -3.2746 2.1692 -2.6283 -0.1400 0.4078 0.0898 -0.595
Br -3.1762 0.7284 -3.9392 -0.2091 0.0292 0.2356 0.018
H -2.0186 3.4452 -3.8879 -0.1038 -0.1038 0.2420 0.370
H -2.3593 4.0854 -2.2595 -0.0644 -0.2375 -0.1086 0.399
H -4.2526 2.6327 -2.7878 0.1980 -0.1052 -0.0468 0.376
H -3.2549 1.7031 -1.6393 0.1161 0.0130 -0.2859 0.374
Br 6.6520 -1.5434 2.4634 -0.0502 0.1156 -0.0868 -0.122
C 6.8672 -0.0444 1.2336 0.1241 -0.3051 -0.1037 -0.516
C 7.8115 0.9929 1.7954 -0.0188 0.2496 -0.0951 -0.578
Br 6.9418 2.0676 3.1710 0.0719 -0.0823 -0.0090 -0.134
H 5.8672 0.3446 1.0262 0.2400 0.0047 0.1295 0.288
H 7.2780 -0.4845 0.3194 -0.0220 0.1425 0.1900 0.343
H 8.1047 1.7065 1.0198 -0.0810 -0.1665 0.1088 0.341
H 8.7102 0.5631 2.2464 -0.2945 0.0224 -0.1187 0.375
Br 0.9575 -0.2412 8.1141 -0.0455 -0.0210 -0.0415 -0.126
C -0.0834 -1.8764 8.3336 -0.0298 0.0563 0.2842 -0.618
C 0.7148 -3.0922 7.9236 -0.0909 -0.1952 -0.0626 -0.532
Br 0.8117 -3.2508 5.9822 0.0820 0.0487 0.0657 -0.124
H -1.0051 -1.7477 7.7607 0.2639 -0.0819 0.0726 0.374
H -0.3263 -1.9168 9.4002 0.0824 -0.0328 -0.2245 0.353
H 0.2202 -4.0083 8.2596 0.0444 0.2199 -0.0331 0.346
H 1.7432 -3.0821 8.2951 -0.2884 0.0925 -0.0751 0.342
Br -1.8304 2.8769 8.7330 0.0274 0.1303 -0.0117 -0.068
C -0.1407 3.8499 8.7933 -0.0321 -0.2567 -0.1865 -0.523
C 0.5769 3.6194 10.1030 0.1876 0.1982 0.1282 -0.550
Br -0.2310 4.6581 11.5425 0.0205 -0.1358 -0.0626 -0.142
H -0.3704 4.9011 8.6022 0.0859 -0.2346 0.1556 0.412
H 0.4450 3.4528 7.9581 -0.0535 0.0578 0.2087 0.218
H 1.6105 3.9726 10.0427 -0.1945 -0.0573 -0.0485 0.377
H 0.5726 2.5736 10.4224 -0.0773 0.2453 -0.1793 0.291
Br -5.9794 1.6613 9.3215 0.1041 0.1235 -0.0163 -0.126
C -6.1261 3.5870 9.0460 -0.2080 -0.0925 0.2041 -0.572
C -6.5020 3.9084 7.6182 0.0421 0.2427 -0.1135 -0.555
Br -4.9714 3.7152 6.4250 -0.1315 -0.0607 0.0015 -0.132
H -5.1747 4.0273 9.3550 -0.1882 -0.0901 -0.1817 0.333
H -6.9127 3.9127 9.7341 0.1319 -0.0370 -0.2005 0.341
H -6.8041 4.9558 7.5263 0.0603 -0.1928 0.0876 0.336
H -7.2970 3.2693 7.2241 0.2270 0.1067 0.1961 0.365
```
Forces are in eV/Å.